1.
Formula: C33H50F36N9O25S12
Source: the Open Molecules 2025 dataset
Level of theory: the ωB97M-V functional and the def2-TZVPD basis

Strongest force on any atom (Eh/bohr): 0.2650
Energy relative to the best compared isomer or geometry (same formula, charge and spin) (kcal per mole): 2.4
Kohn-Sham gap (eV): 5.90
Energy (hartree): -12034.171603

Geometry as ORCA input:
```
! wB97M-V def2-TZVPD RIJCOSX def2/J DEFGRID3
* xyz -3 1
C 4.35013 -4.63835 -0.84446
N 4.51551 -3.22249 -0.24093
C 3.41809 -3.00894 0.81574
C 5.83980 -3.28115 0.51111
C 4.43372 -2.25312 -1.39287
C 4.60318 -0.78183 -1.06632
O 3.59891 -0.25343 -0.25858
H 3.45156 -4.66684 -1.46079
H 4.28144 -5.41595 -0.08372
H 5.10489 -4.88468 -1.59128
H 3.67795 -2.10745 1.37060
H 3.32978 -3.87833 1.46726
H 2.42375 -2.80270 0.41970
H 6.15494 -2.25920 0.72183
H 6.52727 -3.72278 -0.21031
H 5.67049 -4.02405 1.29056
H 3.70377 -2.38646 -2.19130
H 5.33019 -2.41897 -1.99031
H 4.78999 -0.22186 -1.98264
H 5.50430 -0.82061 -0.45429
H 3.88623 0.65017 -0.10838
C -1.83051 -3.30533 1.55667
C -2.17640 -2.82506 2.96793
C -1.18853 -3.71781 3.85630
N -1.60724 -3.83038 5.35975
C -1.64044 -2.49901 6.01480
C -0.59579 -4.73561 6.14419
C -1.24373 -6.06049 6.02859
C -2.76797 -5.79850 6.23303
C -3.03075 -4.49856 5.51534
H -2.18247 -2.77846 0.66973
H -2.02909 -4.36761 1.41447
H -0.75282 -3.28687 1.39442
H -3.23464 -2.99212 3.16875
H -1.93533 -1.77626 3.14113
H -0.22046 -3.25628 3.66158
H -1.02360 -4.69787 3.40865
H -0.68040 -1.98732 6.08263
H -2.23662 -2.70330 6.90415
H -2.41026 -1.95330 5.46920
H -0.82682 -4.61296 7.20234
H 0.43163 -4.41042 5.98052
H -0.76436 -6.74594 6.72749
H -1.26522 -6.45678 5.01341
H -2.99997 -5.85011 7.29681
H -3.34000 -6.58522 5.74112
H -3.77718 -3.90631 6.04467
H -3.41220 -4.64316 4.50455
C -1.22063 3.90443 -3.27378
C -1.16735 2.87850 -2.16165
C -0.15203 1.74180 -2.32687
N -0.11497 0.86038 -1.08916
C 0.56502 -0.43801 -1.51004
C 0.55296 1.62409 0.14153
C 0.14578 0.81930 1.39273
C -1.20740 0.24432 1.13398
C -1.40178 0.43919 -0.41015
H -2.18642 4.40771 -3.22844
H -1.20019 3.50041 -4.28593
H -0.38086 4.57865 -3.10553
H -2.18185 2.48661 -2.23442
H -1.29287 3.38592 -1.20517
H 0.86015 2.14608 -2.33943
H -0.40580 1.09577 -3.16731
H 1.59908 -0.35018 -1.84335
H 0.00352 -0.83416 -2.35615
H 0.58837 -1.25838 -0.79274
H 1.62035 1.74572 -0.04282
H 0.18641 2.64193 0.00838
H 0.90831 0.04261 1.45129
H 0.16948 1.49494 2.24776
H -1.26274 -0.82465 1.33975
H -1.93094 0.77377 1.75388
H -1.93570 -0.37674 -0.89727
H -2.07362 1.29162 -0.51066
C 0.71973 -5.41547 -0.83271
F 1.64388 -6.24337 -1.34250
F -0.24669 -6.00139 -0.14563
F 1.26992 -4.56234 0.01899
S 0.01253 -4.47880 -2.33139
O -0.48982 -5.57589 -3.13496
O -1.07856 -3.57975 -1.92086
N 1.38763 -3.65775 -2.88076
S 0.98888 -3.43709 -4.23326
O 1.26432 -4.57620 -5.09534
O -0.28602 -2.76266 -4.47332
C 2.35723 -2.28066 -4.99744
F 2.43540 -1.15663 -4.25896
F 3.50993 -2.96826 -5.06817
F 2.03924 -2.04147 -6.29083
C 4.00258 3.17193 -9.46037
F 2.84879 3.62279 -10.03407
F 3.80541 2.05077 -8.89106
F 4.85622 3.04360 -10.44031
S 4.67918 4.46680 -8.22260
O 5.85527 3.75616 -7.63667
O 4.83928 5.70106 -8.95946
N 3.23552 4.68203 -7.31338
S 3.52914 4.72624 -5.87254
O 4.64738 4.01558 -5.34864
O 3.27722 6.01559 -5.20714
C 2.02487 3.72830 -5.33698
F 2.09511 3.47354 -4.01410
F 0.99315 4.46903 -5.57335
F 2.06355 2.49503 -5.92869
C -5.54821 -0.66943 4.17130
F -6.75388 -0.62740 4.65114
F -4.70071 0.32012 4.67237
F -5.11915 -1.82840 4.61326
S -5.50084 -0.60588 2.33451
O -4.06004 -0.82014 2.12805
O -6.42388 -1.71314 1.91582
N -6.14518 0.98324 2.00916
S -5.39325 1.30771 0.66094
O -4.04512 1.95476 0.79017
O -5.37458 0.16126 -0.32831
C -6.48470 2.73873 -0.07394
F -6.98208 3.50944 0.93188
F -5.79336 3.59549 -0.91444
F -7.55256 2.16226 -0.71270
C -0.96571 1.55096 5.35013
F -0.26384 0.39737 5.52268
F -0.43214 2.36843 4.51940
F -2.15668 1.14236 4.87494
S -1.10723 2.48515 7.06453
O -2.05041 1.67420 7.79682
O 0.26601 2.58362 7.61607
N -1.72103 4.06586 6.51532
S -1.97232 4.73241 7.87384
O -3.40944 4.70221 8.30102
O -1.01123 4.52331 8.99428
C -1.63145 6.66889 7.41291
F -2.05388 7.45739 8.44384
F -0.35224 6.89275 7.23460
F -2.24163 7.08719 6.30085
C 4.94802 0.80912 2.70830
F 5.76184 0.05916 2.02892
F 3.75439 0.30754 2.80371
F 5.38049 1.12243 3.92676
S 4.84033 2.56102 1.84788
O 4.10444 3.36615 2.81012
O 6.22276 3.06078 1.68516
N 4.19726 2.20327 0.29152
S 3.96716 3.55083 -0.46430
O 2.63572 3.74832 -1.07971
O 4.42096 4.80493 0.13322
C 5.30449 3.21891 -1.89461
F 5.80179 4.45980 -2.23975
F 6.30888 2.42422 -1.49145
F 4.63376 2.66878 -2.91152
C -2.70969 -0.27744 -5.11544
F -2.06297 0.90974 -5.04115
F -2.40295 -0.82473 -6.25322
F -2.24776 -1.03725 -4.16084
S -4.61432 -0.20850 -4.90921
O -5.27411 -1.28398 -5.69553
O -4.96483 -0.43069 -3.45773
N -5.09738 1.19359 -5.74453
S -5.34548 2.15683 -4.67587
O -6.72768 2.01239 -4.28228
O -4.34753 2.25769 -3.57638
C -5.20446 3.79614 -5.73041
F -4.02825 3.85313 -6.29736
F -6.22828 3.78249 -6.64955
F -5.26514 4.91228 -4.91990
*
```

=====

2.
Formula: C33H50GaIN4O2P
Source: the Open Molecules 2025 dataset
Level of theory: the ωB97M-V functional and the def2-TZVPD basis

Strongest force on any atom (Eh/bohr): 0.0124
Kohn-Sham gap (eV): 6.63
Energy (hartree): -4220.786470

Geometry as ORCA input:
```
! wB97M-V def2-TZVPD RIJCOSX def2/J DEFGRID3
* xyz -1 1
C -3.66425 0.27167 3.36555
C -2.44079 0.72457 3.61066
C -1.90216 1.94901 2.96323
O -0.93815 2.53762 3.38521
O -2.60174 2.39571 1.88811
C -1.85733 2.42408 0.64750
C -1.59439 1.02781 0.11498
C -2.82789 0.39670 -0.56348
C -3.10310 -1.06897 -0.19918
C -2.36780 -2.08234 -1.08700
C -0.85688 -2.14814 -0.81779
Ga 0.11081 -3.71199 -1.65346
C 1.65063 -4.23617 -0.39146
C 1.06536 -4.65556 0.95812
C 2.10509 -4.92974 2.04992
I 2.54750 -3.18225 3.20676
C -1.04225 -5.36073 -1.86437
C -1.03272 -6.17005 -3.00499
C -1.81540 -7.31807 -3.07708
N -2.61759 -7.73379 -2.10077
C -2.64988 -6.97052 -1.01111
C -1.90435 -5.80882 -0.85279
P 0.93390 -2.88176 -3.72071
C 2.20028 -1.63091 -3.17585
C 1.63975 -0.19660 -3.13309
C 2.00600 -4.15231 -4.55577
C 3.29890 -4.53470 -3.81507
H -4.06231 -0.59213 3.88413
H -4.29004 0.76248 2.62974
H -1.76965 0.22276 4.29820
H -0.94028 3.00133 0.79443
H -2.49494 2.98471 -0.03738
H -0.76962 1.10505 -0.60010
H -1.22968 0.37563 0.91331
H -3.71013 1.00928 -0.34913
H -2.68395 0.45708 -1.64879
H -4.18284 -1.25062 -0.22082
H -2.78237 -1.23352 0.83894
H -2.82449 -3.06241 -0.92422
H -2.52403 -1.77761 -2.12774
H -0.39442 -1.24090 -1.23066
H -0.68224 -2.11178 0.26537
H 2.15441 -5.10534 -0.82686
H 2.35471 -3.40812 -0.25932
H 0.35295 -3.90773 1.32239
H 0.49031 -5.58125 0.82861
H 1.76628 -5.67113 2.77310
H 3.04399 -5.26249 1.61255
H -0.40936 -5.91845 -3.85679
H -1.78980 -7.93224 -3.97259
H -3.30602 -7.29933 -0.20950
H -1.99747 -5.25435 0.07698
H 3.05409 -1.67995 -3.85647
H 2.58506 -1.89748 -2.18709
H 1.37570 0.08796 -2.11117
H 2.38563 0.52847 -3.47114
H 0.75053 -0.09558 -3.75790
H 1.41774 -5.05031 -4.75078
H 2.27141 -3.74078 -5.53617
H 4.10063 -3.82704 -4.03369
H 3.64141 -5.53652 -4.08850
H 3.14800 -4.52469 -2.73370
N -0.08895 6.10296 5.30159
C 0.53772 7.31939 5.31268
C 1.22412 7.44585 4.13306
C 0.99537 6.25794 3.38509
C 0.17933 5.44843 4.13158
H -0.66110 5.73972 6.04071
H 0.43412 7.98773 6.15221
H 1.81838 8.29492 3.83655
H 1.38531 6.02397 2.40889
H -0.23180 4.47049 3.93256
N 3.42790 8.99064 6.41064
C 4.34468 9.10939 5.40544
C 5.33803 9.94795 5.83863
C 5.00554 10.34937 7.16137
C 3.82160 9.73989 7.48385
H 2.59002 8.43703 6.36255
H 4.21478 8.58735 4.47341
H 6.20665 10.23895 5.27208
H 5.57030 11.00687 7.80097
H 3.23053 9.77610 8.38290
N -1.50741 -1.68508 -5.84865
C -2.06129 -2.10914 -7.01820
C -3.07732 -1.24588 -7.35201
C -3.13426 -0.25871 -6.33205
C -2.15054 -0.56439 -5.42222
H -0.72950 -2.12875 -5.34927
H -1.69113 -2.98865 -7.51757
H -3.70724 -1.31693 -8.22378
H -3.81632 0.57355 -6.27002
H -1.85831 -0.07773 -4.50627
*
```

=====

3.
Formula: C33H50N3OP2V
Source: the Open Molecules 2025 dataset
Level of theory: the ωB97M-V functional and the def2-TZVPD basis

Strongest force on any atom (Eh/bohr): 0.1489
Kohn-Sham gap (spin up / spin down) (eV): 6.13 / 5.51
Energy (hartree): -3153.465169

Geometry as ORCA input:
```
! wB97M-V def2-TZVPD RIJCOSX def2/J DEFGRID3
* xyz 1 4
C -1.46811 -1.44298 -1.60680
C 0.64622 -2.30213 -0.95628
C -1.60261 -2.41391 -2.59000
C 0.42648 -3.43251 -1.77965
C -0.67634 -3.47205 -2.60954
H -2.43380 -2.34814 -3.28566
H 1.17107 -4.23491 -1.72973
H -0.82976 -4.30975 -3.28841
N -0.42716 -1.45356 -0.75336
P -2.46488 0.12943 0.38276
P 2.39494 -0.50838 0.50666
C -2.43687 -0.29583 -1.42346
H -2.09185 0.59448 -1.97235
H -3.43837 -0.53895 -1.79745
C 0.44141 1.36196 1.87051
O 0.77587 2.20143 2.62814
C 1.87295 -1.96301 -0.33957
H 2.63575 -2.74986 -0.33909
C 3.63500 0.10985 -0.82856
C 3.39346 -1.05003 2.08666
C -3.24208 1.85368 0.48614
C -3.59672 -1.26121 1.02996
C 3.70422 1.62947 -0.63992
H 4.06944 1.89786 0.36097
H 4.39754 2.05619 -1.38061
H 2.72477 2.09765 -0.77959
C 5.04007 -0.50892 -0.74517
H 5.57758 -0.28698 0.18359
H 5.00699 -1.59575 -0.90264
H 5.63765 -0.08928 -1.57277
C 3.11889 -0.27117 -2.22371
H 3.75329 0.18764 -2.99683
H 3.12971 -1.35710 -2.37111
H 2.09549 0.06346 -2.39800
C 4.16588 0.19428 2.56311
H 3.48146 1.04214 2.71853
H 4.64236 -0.03374 3.52844
H 4.95709 0.50979 1.87213
C 2.41602 -1.46141 3.19046
H 1.77508 -0.63477 3.51485
H 1.77600 -2.30002 2.88829
H 3.00584 -1.79126 4.06122
C 4.31362 -2.25511 1.85087
H 5.09657 -2.09343 1.10455
H 4.82115 -2.47299 2.80413
H 3.74380 -3.15045 1.57115
C -4.00994 -0.89080 2.45944
H -4.57832 -1.73241 2.88467
H -3.13355 -0.72502 3.09874
H -4.66054 -0.00620 2.49038
C -2.82981 -2.59287 1.05313
H -2.54478 -2.92108 0.04755
H -1.93277 -2.55003 1.67299
H -3.49693 -3.36090 1.47251
C -4.83096 -1.48566 0.13827
H -5.45854 -2.24242 0.63362
H -5.43809 -0.58517 -0.00383
H -4.55632 -1.89152 -0.84417
C -2.47798 2.80652 -0.44478
H -2.52489 2.50049 -1.49629
H -2.94528 3.79913 -0.37257
H -1.42440 2.90958 -0.16004
C -3.08815 2.34551 1.93315
H -2.03202 2.41881 2.22802
H -3.53695 3.34632 2.00206
H -3.60136 1.69888 2.65275
C -4.71887 1.82987 0.07092
H -4.86276 1.40004 -0.93074
H -5.35682 1.30268 0.79217
H -5.07158 2.87217 0.03192
V -0.02491 0.00767 0.71127
N 0.25859 1.08614 -0.77509
C 0.63178 1.47612 -1.82820
C 0.70107 2.29669 -2.97877
C 0.45653 3.67917 -2.82372
C 0.95364 1.76697 -4.27146
C 0.55199 4.52980 -3.92547
H 0.18332 4.05251 -1.83237
C 1.05964 2.63592 -5.35880
H 1.04120 0.68175 -4.40138
C 0.87390 4.01463 -5.18633
H 0.37413 5.59568 -3.78629
H 1.28795 2.23461 -6.34941
H 0.97035 4.69380 -6.03628
C -0.95566 -1.59173 5.05524
C -0.81309 -1.20115 3.68427
N -0.61139 -0.97136 2.55890
H 0.03763 -1.74222 5.49713
H -1.51989 -2.53195 5.12420
H -1.48026 -0.80869 5.61985
*
```

=====

4.
Formula: C33H51AlBrCaCl5F7N4O14PS2
Source: the Open Molecules 2025 dataset
Level of theory: the ωB97M-V functional and the def2-TZVPD basis

Strongest force on any atom (Eh/bohr): 0.1544
Energy relative to the best compared isomer or geometry (same formula, charge and spin) (kcal per mole): 407.2
Kohn-Sham gap (eV): 0.79
Energy (hartree): -10190.668481

Geometry as ORCA input:
```
! wB97M-V def2-TZVPD RIJCOSX def2/J DEFGRID3
* xyz 0 1
C 0.08976 -4.23438 1.25667
C -0.48304 -5.42883 0.29084
C -0.56553 -5.05650 -1.30357
C -2.00618 -4.35423 -1.75482
N -2.54747 -3.62860 -0.54293
C -3.25287 -2.33720 -0.89344
C -2.41594 -0.96758 -1.22728
C -3.32523 0.39827 -1.55116
C -4.99348 0.37503 -1.58638
C -5.90023 1.69850 -1.92720
C -6.32206 1.85484 -3.51092
N -6.08058 3.09050 -4.09431
C -5.81787 -1.04127 -1.25176
C -7.45808 -1.03535 -1.30427
C -8.19214 -0.38071 0.00789
N -9.32926 0.50418 -0.54429
C -4.92175 -2.38251 -0.88360
P -5.93315 -3.97036 -0.44961
C -5.96642 -4.12414 1.49114
O -5.16242 -5.40458 -1.11711
C -2.43652 1.76749 -1.85727
O -2.88277 2.83863 -2.52293
C -0.84073 1.84697 -1.36276
O -0.28059 3.20116 -1.19835
C -0.78718 3.62843 0.14505
C -1.72398 4.97305 0.09788
C -2.20688 5.25208 1.67434
C -0.00797 0.64227 -1.09658
C 1.57069 0.62040 -0.65517
Cl 2.55549 0.85038 -2.24924
C 1.98018 1.68550 0.52184
C 1.18448 1.49273 1.94232
C -0.75903 -0.84247 -1.26685
O 0.05274 -1.88272 -1.47371
H -0.22901 -3.19011 0.79063
H -0.49782 -4.33119 2.29095
H 1.25167 -4.21677 1.39457
H -1.56721 -5.79765 0.61649
H 0.24227 -6.36097 0.43857
H 0.37621 -4.46127 -1.71466
H -0.54324 -6.09725 -1.88793
H -1.81139 -3.59240 -2.62972
H -2.78601 -5.14118 -2.17482
H -3.10629 -4.24387 0.08792
H -5.31260 2.66023 -1.58689
H -6.92571 1.72367 -1.31651
H -6.84534 1.04254 -4.17192
H -6.41212 3.05858 -5.09107
H -7.90972 -2.11055 -1.45859
H -7.75641 -0.42330 -2.28451
H -8.71655 -1.22871 0.62031
H -7.46240 0.29530 0.64439
H -10.05855 0.64124 0.21523
H -9.85559 -0.05962 -1.27678
H -5.34614 -3.27303 2.01963
H -5.64757 -5.20797 1.85233
H -7.10204 -3.93376 1.78888
H -5.83044 -6.14765 -1.22697
H -1.43579 2.73034 0.58403
H 0.09572 3.85165 0.90575
H -1.05241 5.88509 -0.20342
H -2.71529 4.86566 -0.51708
H -1.75286 6.24439 2.10023
H -3.37890 5.32604 1.72336
H -1.84969 4.35694 2.37887
H 1.87713 -0.45558 -0.25415
H 1.90005 2.82192 0.19831
H 3.13825 1.50974 0.75254
H 0.04854 1.22806 1.84696
H 1.22901 2.54725 2.50005
H 1.78345 0.75249 2.66228
Al -4.25855 5.14916 0.34216
C 6.46785 -2.54189 -1.27183
C 5.67020 -1.25785 -1.13311
O 5.98392 -0.51579 0.04233
C 7.32947 -0.06285 0.17102
C 7.75861 0.88084 -0.93850
H 6.36285 -3.16017 -0.37337
H 6.12331 -3.11504 -2.13799
H 7.53438 -2.34051 -1.40617
H 4.60685 -1.51204 -1.06534
H 5.78047 -0.62539 -2.02164
H 8.01042 -0.91543 0.25235
H 7.38667 0.47230 1.12583
H 7.77861 0.37723 -1.90925
H 8.76348 1.26930 -0.74292
H 7.06460 1.72228 -1.02156
O 2.93820 -4.78901 -1.28588
H 2.54628 -3.91747 -1.44602
H 2.43987 -5.13439 -0.52999
F 5.94145 -2.48362 1.46270
C -8.44678 1.64997 2.56923
O -8.16460 2.42977 1.67265
O -7.79628 1.49428 3.60905
O -9.42656 0.89589 2.57571
C 6.06328 5.57262 0.62940
F 4.96060 4.96586 0.10140
F 6.61037 6.31558 -0.37949
F 5.60044 6.47599 1.54490
S 7.25204 4.39491 1.35122
O 7.64497 3.53947 0.22822
O 6.49403 3.71378 2.40441
N 8.32660 5.45872 1.83399
S 9.56525 4.76599 2.54496
O 10.45501 3.98336 1.68188
O 9.31158 4.17463 3.85993
C 10.50830 6.28376 2.90629
F 9.81460 7.15470 3.69928
F 10.82598 6.98467 1.77646
F 11.68866 6.04126 3.54863
C -2.15857 -7.51015 3.22604
Cl -2.64357 -7.19918 4.91202
Cl -0.50345 -6.90525 2.96305
Cl -2.20813 -9.26238 2.90727
Cl -3.27905 -6.67369 2.12181
Ca -5.45855 -6.55796 2.86082
O 1.84876 0.78185 -6.08348
H 2.55001 1.45046 -6.07695
H 1.72557 0.56278 -5.14763
Br 13.74145 6.60145 3.62645
*
```

=====

Q: energy of number 3 (C33H50N3OP2V)?
A: -3153.465169 hartree

=====

Q: The lowest strongest force on any atom belongs to which entry?
A: C33H50GaIN4O2P